No. 1
Entry from the Open Molecules 2025 dataset: an isolated molecule of C3H4N4S at a distorted geometry (ωB97M-V/def2-TZVPD).

Structure (XYZ):
```
12
Properties=species:S:1:pos:R:3
C 0.61210 0.56316 -0.06589
C -1.70120 0.76151 -0.17049
C -1.91398 -0.60280 0.07996
H 4.01692 0.48786 0.42543
H -2.61248 1.30732 -0.15657
H -2.94163 -1.01440 0.16009
H 0.99874 -1.27963 0.15696
N 1.80575 0.95333 -0.05507
N -0.56633 1.32595 0.00090
N -0.91163 -1.38843 -0.00574
N 0.19182 -0.77285 -0.30066
S 3.02193 -0.34102 -0.06893
```

Computed properties:
E_HOMO, eV: -8.7
SMILES: S/N=c1/nccn[nH]1
DFT total energy, eV: -19968.3672
Kohn-Sham gap, eV: 8.3
Relative energy (zero: lowest compared OMol25 entry of this formula, charge and spin), kcal/mol: 52.3
Max |F|, eV/Å: 6.59

Atom charges from the natural (NBO) analysis, given in e for atoms 1 to 4: 0.4819 0.0816 -0.0856 0.1503

---

No. 2
Entry from the Open Molecules 2025 dataset: an isolated molecule of C3H4N6 at a distorted geometry (ωB97M-V/def2-TZVPD).

Structure (XYZ):
```
13
Properties=species:S:1:pos:R:3
C 0.72754 0.30153 -0.59601
C -0.54376 -1.00632 1.62970
C -0.76887 0.19831 -0.35500
H 2.10762 1.51133 -1.41630
H 0.47248 1.98200 -1.50509
H -0.68382 -0.99192 2.70471
H -2.54095 0.62235 -0.51573
N 1.15302 1.38096 -1.17063
N 1.58021 -0.55882 0.04497
N 1.10831 -1.86729 0.30769
N 0.17160 -2.04123 1.06587
N -1.15922 -0.15259 0.97445
N -1.62416 0.62169 -1.16862
```

Computed properties:
E_HOMO, eV: -9.1
SMILES: [H]/N=c1\ncnnnc1N
DFT total energy, eV: -12112.6817
Kohn-Sham gap, eV: 8.8
Relative energy (zero: lowest compared OMol25 entry of this formula, charge and spin), kcal/mol: 48.5
Max |F|, eV/Å: 6.05

Atom charges from the natural (NBO) analysis, given in e for atoms 1 to 4: 0.3872 0.2762 0.3088 0.4176

---

No. 3
Entry from the Open Molecules 2025 dataset: a cluster of 2 separate species, C3H4NO in total at a distorted geometry (ωB97M-V/def2-TZVPD).

Structure (XYZ):
```
9
Properties=species:S:1:pos:R:3
C 2.66721 -0.10099 -0.31985
C 1.50150 -0.48236 -0.09326
C 0.25768 -1.05705 -0.17116
N -2.66076 -0.60392 0.59720
O -3.48451 -0.13397 -0.21096
H 3.67060 0.18911 -0.08416
H 0.16562 -2.11271 -0.17231
H -0.75968 -0.58992 -0.02985
H -2.88090 -0.01860 1.49725
```

Computed properties:
E_HOMO (alpha / beta), eV: -3.1 / -0.9
DFT total energy, eV: -6707.4964
Kohn-Sham gap (alpha / beta), eV: 7.4 / 3.9
Charge: -1
Relative energy (zero: lowest compared OMol25 entry of this formula, charge and spin), kcal/mol: 75.9
Max |F|, eV/Å: 2.54

Atom charges from the natural (NBO) analysis, given in e for atoms 1 to 4: -0.4140 -0.0491 -0.5573 -0.2945

---

No. 4
Entry from the Open Molecules 2025 dataset: a cluster of 2 separate species, C3H4NO in total at a distorted geometry (ωB97M-V/def2-TZVPD).

Structure (XYZ):
```
9
Properties=species:S:1:pos:R:3
C -2.46777 0.42853 0.10495
C 0.93343 -1.67952 0.03567
C 0.67716 0.80120 -0.12656
N 1.00802 -0.51285 -0.01685
O -3.52251 0.21482 -0.12470
H 1.09908 1.27322 0.74880
H 1.34157 -2.60121 0.40272
H -0.46209 0.93497 -0.15743
H 1.39311 1.14085 -0.86660
```

Computed properties:
E_HOMO, eV: -17.1
DFT total energy, eV: -6703.4556
Kohn-Sham gap, eV: 11.3
Charge: +1
Relative energy (zero: lowest compared OMol25 entry of this formula, charge and spin), kcal/mol: 28.0
Max |F|, eV/Å: 6.54

Atom charges from the natural (NBO) analysis, given in e for atoms 1 to 4: 0.4673 0.4273 -0.5130 -0.1379

---

No. 5
Entry from the Open Molecules 2025 dataset: a cluster of 2 separate species, C3H4NO in total at a distorted geometry (ωB97M-V/def2-TZVPD).

Structure (XYZ):
```
9
Properties=species:S:1:pos:R:3
C 2.40774 0.05414 0.11010
C -1.77244 1.15531 -0.18959
C -0.23430 -0.86034 0.19641
N -1.05367 0.29958 0.05361
O 3.32940 0.57917 -0.23391
H -0.87560 -1.41056 0.86257
H -2.41631 1.96609 -0.44781
H 0.88361 -0.45248 0.41285
H -0.26843 -1.33091 -0.76423
```

Computed properties:
E_HOMO, eV: -16.4
DFT total energy, eV: -6703.3953
Kohn-Sham gap, eV: 12.0
Charge: +1
Relative energy (zero: lowest compared OMol25 entry of this formula, charge and spin), kcal/mol: 29.4
Max |F|, eV/Å: 3.30

Atom charges from the natural (NBO) analysis, given in e for atoms 1 to 4: 0.5405 0.4135 -0.5113 -0.1466

---

No. 6
Entry from the Open Molecules 2025 dataset: the ion C3H4NO with charge +1 at a distorted geometry (ωB97M-V/def2-TZVPD).

Structure (XYZ):
```
9
Properties=species:S:1:pos:R:3
C 0.69274 0.94936 0.07946
C -0.35335 -1.02051 0.00934
C -1.41114 -0.25977 -0.07361
N 0.82541 -0.29797 -0.05889
O -2.33226 0.36798 -0.37045
H -0.23512 1.31025 0.33142
H 1.58771 1.55198 -0.09650
H -0.50907 -1.94695 0.39851
H 1.73507 -0.65437 -0.21928
```

Computed properties:
E_HOMO, eV: -15.0
SMILES: C=[NH+]C=C=O
DFT total energy, eV: -6703.3998
Kohn-Sham gap, eV: 9.1
Charge: +1
Relative energy (zero: lowest compared OMol25 entry of this formula, charge and spin), kcal/mol: 29.3
Max |F|, eV/Å: 4.37

Atom charges from the natural (NBO) analysis, given in e for atoms 1 to 4: 0.0848 -0.3695 0.7251 -0.3404

---

No. 7
Entry from the Open Molecules 2025 dataset: the ion C3H4NO with charge +1 at a distorted geometry (ωB97M-V/def2-TZVPD).

Structure (XYZ):
```
9
Properties=species:S:1:pos:R:3
C -1.48977 -1.24311 -0.03190
C 1.48876 0.19815 -0.05029
C -0.12547 0.85113 -0.06196
N -0.98326 -0.18990 -0.10209
O 1.62038 -0.97875 -0.08886
H -2.09318 -2.11943 0.17687
H 2.31447 0.84579 0.23789
H -0.36498 1.25747 0.88940
H -0.36695 1.37864 -0.96906
```

Computed properties:
E_HOMO, eV: -15.4
SMILES: C#[N+]CC=O
DFT total energy, eV: -6703.1696
Kohn-Sham gap, eV: 10.2
Charge: +1
Relative energy (zero: lowest compared OMol25 entry of this formula, charge and spin), kcal/mol: 34.6
Max |F|, eV/Å: 7.53

Atom charges from the natural (NBO) analysis, given in e for atoms 1 to 4: 0.4522 0.4583 -0.3748 -0.1707

---

No. 8
Entry from the Open Molecules 2025 dataset: a cluster of 2 separate species, C3H4NO in total at a distorted geometry (ωB97M-V/def2-TZVPD).

Structure (XYZ):
```
9
Properties=species:S:1:pos:R:3
C -1.72398 0.57861 -1.21575
C 0.14022 0.32393 1.87622
C 0.90738 -0.42732 -0.40486
N 0.52038 -0.01465 0.84516
O -2.75050 0.37168 -1.66230
H 0.96777 0.62449 -1.01484
H -0.14050 0.68113 2.80118
H 0.20823 -1.21328 -0.90638
H 1.87099 -0.92459 -0.31843
```

Computed properties:
E_HOMO, eV: -17.2
DFT total energy, eV: -6703.6940
Kohn-Sham gap, eV: 12.3
Charge: +1
Relative energy (zero: lowest compared OMol25 entry of this formula, charge and spin), kcal/mol: 22.5
Max |F|, eV/Å: 4.34

Atom charges from the natural (NBO) analysis, given in e for atoms 1 to 4: 0.4439 0.4590 -0.4963 -0.1481

---

No. 9
Entry from the Open Molecules 2025 dataset: the ion C3H4NO with charge +1 at a distorted geometry (ωB97M-V/def2-TZVPD).

Structure (XYZ):
```
9
Properties=species:S:1:pos:R:3
C -0.43176 0.79612 0.62063
C 0.04797 0.24166 1.60870
C 0.66503 -1.07743 -0.03601
N -0.60771 0.96998 -0.63737
O 1.01726 -0.57827 1.06069
H -0.33798 -1.29287 -0.21881
H 1.50098 -1.70051 -0.27128
H -1.57770 0.81970 -0.96983
H -0.27610 1.82162 -1.15672
```

Computed properties:
2S+1: 3
E_HOMO (alpha / beta), eV: -12.8 / -16.6
DFT total energy, eV: -6696.7587
Kohn-Sham gap (alpha / beta), eV: 6.6 / 8.2
Charge: +1
Relative energy (zero: lowest compared OMol25 entry of this formula, charge and spin), kcal/mol: 95.9
Max |F|, eV/Å: 6.48

Atom charges from the natural (NBO) analysis, given in e for atoms 1 to 4: 0.2449 0.4851 0.0046 -0.6564

---

No. 10
Entry from the Open Molecules 2025 dataset: a cluster of 3 separate species, C3H4NO2 in total at a distorted geometry (ωB97M-V/def2-TZVPD).

Structure (XYZ):
```
10
Properties=species:S:1:pos:R:3
C 2.95100 -0.12266 -0.14511
C 1.72502 -0.25195 -0.44598
C 0.04047 0.79528 0.37224
N -0.95006 0.48144 -0.18824
O -3.47622 -0.48483 0.32171
O 4.09506 0.15034 0.31110
H -2.85379 0.14989 -0.06983
H 1.16605 -0.67041 -1.23027
H 0.59079 1.28983 1.17185
H -3.28832 -1.33694 -0.09747
```

Computed properties:
2S+1: 3
E_HOMO (alpha / beta), eV: -0.3 / -4.2
DFT total energy, eV: -8756.1105
Kohn-Sham gap (alpha / beta), eV: 4.4 / 6.9
Charge: -1
Relative energy (zero: lowest compared OMol25 entry of this formula, charge and spin), kcal/mol: 29.0
Max |F|, eV/Å: 4.22

Atom charges from the natural (NBO) analysis, given in e for atoms 1 to 4: 0.2946 -0.3648 -0.0850 -0.5275

---

No. 11
Entry from the Open Molecules 2025 dataset: a cluster of 2 separate species, C3H4NO2 in total at a distorted geometry (ωB97M-V/def2-TZVPD).

Structure (XYZ):
```
10
Properties=species:S:1:pos:R:3
C -2.11511 0.53092 1.53612
C 0.63480 0.13499 -1.78077
C 1.05979 -0.55474 0.48473
N 0.64304 -0.15014 -0.58836
O -2.81202 0.98028 2.28630
O -1.32894 0.04196 0.81471
H 1.57396 -0.00829 -2.49390
H -0.24873 0.58971 -2.33800
H 0.91687 -1.60319 0.75980
H 1.67634 0.03850 1.31937
```

Computed properties:
E_HOMO, eV: -16.8
DFT total energy, eV: -8751.8703
Kohn-Sham gap, eV: 11.5
Charge: +1
Relative energy (zero: lowest compared OMol25 entry of this formula, charge and spin), kcal/mol: 25.8
Max |F|, eV/Å: 4.54

Atom charges from the natural (NBO) analysis, given in e for atoms 1 to 4: 1.0520 0.0755 0.1184 -0.2549

---

No. 12
Entry from the Open Molecules 2025 dataset: the ion C3H4NO2 with charge +1 at a distorted geometry (ωB97M-V/def2-TZVPD).

Structure (XYZ):
```
10
Properties=species:S:1:pos:R:3
C -0.14120 0.09846 1.74851
C -0.08138 -1.25901 1.88180
C -0.12558 0.88725 0.58426
N -0.01804 -0.00192 -0.73207
O -0.29365 2.04706 0.34551
O -0.02561 -2.39411 2.04049
H -0.21615 0.81742 2.57312
H 0.85323 -0.53579 -0.85380
H 0.32973 0.56943 -1.55437
H -0.95780 -0.49575 -0.76650
```

Computed properties:
E_HOMO, eV: -15.2
SMILES: [NH3+]C(=O)C=C=O
DFT total energy, eV: -8751.9117
Kohn-Sham gap, eV: 10.3
Charge: +1
Relative energy (zero: lowest compared OMol25 entry of this formula, charge and spin), kcal/mol: 24.8
Max |F|, eV/Å: 2.44

Atom charges from the natural (NBO) analysis, given in e for atoms 1 to 4: -0.6946 0.8287 0.6825 -0.8297